1.
Here is CH4BrOP as an isolated structure at a distorted geometry from the Open Molecules 2025 dataset. Energies are from the ωB97M-V functional and the def2-TZVPD basis.

Geometry (Å):
C: -0.28642 -0.14804 -0.33749
O: 0.21979 -0.23461 -1.57098
P: 0.59974 -0.88707 1.05377
Br: -0.91036 2.30396 0.17314
H: -1.34175 -0.45544 -0.13939
H: -0.33182 -0.08053 -2.31201
H: 1.93701 -0.53321 1.11338
H: 0.11380 0.03494 2.01957

## Properties
E_HOMO, eV: -9.1
Strongest force on any atom, Eh/bohr: 0.0518



2.
Here is one molecule with the formula CH4BrP at a distorted geometry from the Open Molecules 2025 dataset. Energies are from the ωB97M-V functional and the def2-TZVPD basis.

Geometry (Å):
C: -0.02699 -0.27698 0.75752
P: 0.17774 -0.47176 -1.15390
Br: -1.11493 1.19088 -1.76036
H: -0.18909 -1.24418 1.37251
H: -1.03753 0.24037 0.76250
H: 0.68701 0.40966 1.24484
H: 1.50378 0.15201 -1.22311

## Properties
SMILES: CPBr
E_HOMO, eV: -9.3
Strongest force on any atom, Eh/bohr: 0.0412



Repeat the first record exactly.
Here is CH4BrOP as an isolated structure at a distorted geometry from the Open Molecules 2025 dataset. Energies are from the ωB97M-V functional and the def2-TZVPD basis.

Geometry (Å):
C: -0.28642 -0.14804 -0.33749
O: 0.21979 -0.23461 -1.57098
P: 0.59974 -0.88707 1.05377
Br: -0.91036 2.30396 0.17314
H: -1.34175 -0.45544 -0.13939
H: -0.33182 -0.08053 -2.31201
H: 1.93701 -0.53321 1.11338
H: 0.11380 0.03494 2.01957

## Properties
E_HOMO, eV: -9.1
Strongest force on any atom, Eh/bohr: 0.0518